Entry from the Open Molecules 2025 dataset: a molecular structure, C26H31N8O2PReS2Se2 (ωB97M-V/def2-TZVPD).

## Properties
**Orbital gap (alpha / beta)**: 6.05 / 6.30 eV
**<S²>**: 0.775
**LUMO energy (alpha / beta)**: -6.94 / -6.92 eV
**Energy relative to the best compared isomer or geometry (same formula, charge and spin)**: 0.38 kJ/mol
**E**: -207251.6711 eV

```
! wB97M-V def2-TZVPD RIJCOSX def2/J DEFGRID3
* xyz 2 2
Re -0.228 -0.259 0.094
S 2.178 -2.371 6.998
N 2.322 -3.119 5.582
C 1.709 -2.360 4.686
C 1.584 -2.656 3.274
C 2.075 -3.820 2.679
C 1.864 -4.017 1.332
C 1.187 -3.044 0.605
N 0.743 -1.912 1.150
C 0.916 -1.723 2.479
C 0.335 -0.514 3.047
N -0.330 0.308 2.196
C -0.933 1.388 2.691
C -0.885 1.720 4.040
C -0.199 0.906 4.910
C 0.421 -0.243 4.411
C 1.142 -1.188 5.239
N 1.341 -1.076 6.543
H 2.595 -4.549 3.286
H 2.206 -4.912 0.834
H 0.986 -3.176 -0.450
H -1.480 1.997 1.983
H -1.393 2.610 4.384
H -0.137 1.125 5.968
O -3.983 0.298 0.923
C -4.664 0.705 -0.261
C -3.909 0.217 -1.501
C -4.931 0.203 -2.655
O -4.242 -0.143 -3.845
C -3.459 -1.232 -1.335
Se -1.966 -1.750 -0.189
C -2.797 1.176 -1.943
Se -1.478 1.700 -0.607
H -4.594 0.369 1.663
H -4.756 1.796 -0.297
H -5.672 0.280 -0.273
H -5.391 1.194 -2.739
H -5.719 -0.524 -2.430
H -4.865 -0.180 -4.578
H -3.212 -1.654 -2.311
H -4.284 -1.826 -0.936
H -3.252 2.115 -2.259
H -2.273 0.766 -2.804
C 1.586 -2.097 -4.659
N 0.261 -1.482 -4.719
C 0.385 -0.131 -5.271
N 1.326 0.708 -4.526
C 2.624 0.037 -4.474
N 2.553 -1.306 -3.898
C 2.225 -1.271 -2.480
P 0.563 -0.495 -2.199
C -0.405 -1.483 -3.431
C 0.829 1.038 -3.202
H 1.960 -2.200 -5.678
H 1.505 -3.093 -4.221
H -0.596 0.346 -5.285
H 0.743 -0.214 -6.297
H 3.323 0.644 -3.895
H 3.005 -0.050 -5.491
H 2.986 -0.697 -1.945
H 2.237 -2.288 -2.081
H -1.405 -1.057 -3.536
H -0.514 -2.505 -3.056
H 1.541 1.688 -2.687
H -0.115 1.582 -3.276
S 3.397 2.729 0.373
C 3.938 1.158 0.769
C 2.921 0.273 0.655
N 1.721 0.829 0.257
C 1.849 2.127 0.076
H 4.958 0.962 1.056
H 2.990 -0.788 0.835
H 1.034 2.759 -0.245
*
```

Entry from the Open Molecules 2025 dataset: a molecular structure, C15H18F2N3Pt (ωB97M-V/def2-TZVPD).

## Properties
**Orbital gap (alpha / beta)**: 4.85 / 4.82 eV
**LUMO energy (alpha / beta)**: -14.39 / -14.43 eV
**Energy relative to the best compared isomer or geometry (same formula, charge and spin)**: 18.95 kJ/mol
**E**: -28967.2668 eV

```
! wB97M-V def2-TZVPD RIJCOSX def2/J DEFGRID3
* xyz 3 1
Pt -0.105 -0.016 -0.207
N 1.702 -0.296 0.862
C 2.441 0.639 1.805
C 3.446 1.510 1.090
C 2.865 2.717 0.387
C 2.028 2.445 -0.840
N 0.618 2.001 -0.484
H 1.469 -1.142 1.394
H 2.371 -0.626 0.154
H 2.920 -0.029 2.525
H 1.690 1.232 2.329
H 4.035 0.892 0.401
H 4.169 1.842 1.839
H 3.672 3.385 0.079
H 2.274 3.318 1.090
H 2.458 1.675 -1.483
H 1.901 3.351 -1.438
H -0.005 2.300 -1.244
H 0.323 2.571 0.317
F -3.359 0.066 3.901
C -3.108 -0.402 2.687
C -1.932 -0.028 2.067
C -1.689 -0.553 0.771
C -2.605 -1.428 0.121
C -3.758 -1.750 0.804
F -4.618 -2.552 0.216
C -4.032 -1.252 2.089
C -2.192 -1.885 -1.217
C -2.811 -2.729 -2.099
C -2.194 -3.018 -3.325
C -0.969 -2.443 -3.629
C -0.390 -1.602 -2.714
N -0.995 -1.330 -1.539
H -1.269 0.642 2.602
H -4.942 -1.515 2.617
H -3.768 -3.155 -1.835
H -2.677 -3.687 -4.026
H -0.456 -2.640 -4.560
H 0.570 -1.137 -2.913
*
```

Entry from the Open Molecules 2025 dataset: a molecular structure, C40H44AlIN6O6PS (ωB97M-V/def2-TZVPD).

## Properties
**Orbital gap**: 3.77 eV
**LUMO energy**: -0.32 eV
**Energy relative to the best compared isomer or geometry (same formula, charge and spin)**: 0.00 kJ/mol
**E**: -98244.7342 eV

```
! wB97M-V def2-TZVPD RIJCOSX def2/J DEFGRID3
* xyz -1 1
N -6.322 -5.049 -5.847
C -5.589 -4.147 -6.747
C -4.975 -2.914 -6.073
C -3.642 -2.487 -6.673
C -3.217 -1.054 -6.332
Al -4.522 0.477 -6.650
C -5.632 1.070 -5.056
C -5.729 0.122 -3.852
C -4.614 0.326 -2.803
C -3.695 -0.887 -2.631
S -1.942 -0.398 -2.373
C -1.195 -1.453 -3.537
N -1.281 -2.745 -3.592
N -0.583 -3.130 -4.739
C -0.130 -2.038 -5.255
O -0.462 -0.935 -4.557
C -3.417 2.063 -7.326
C -2.491 2.663 -6.269
N -3.049 3.910 -5.782
N -1.187 3.008 -6.910
N -2.309 1.733 -5.128
P -5.968 0.084 -8.547
O -5.180 -1.170 -9.380
I -7.986 -1.025 -7.661
H -5.666 -5.540 -5.255
H -6.934 -4.506 -5.254
H -6.308 -3.798 -7.484
H -4.803 -4.714 -7.241
H -5.678 -2.081 -6.142
H -4.838 -3.106 -5.005
H -2.888 -3.191 -6.297
H -3.653 -2.627 -7.754
H -2.337 -0.821 -6.947
H -2.884 -0.971 -5.297
H -6.651 1.221 -5.430
H -5.298 2.051 -4.712
H -5.747 -0.925 -4.154
H -6.678 0.293 -3.338
H -5.097 0.497 -1.839
H -4.035 1.218 -3.022
H -3.726 -1.521 -3.510
H -3.965 -1.490 -1.771
H 0.455 -1.949 -6.150
H -4.060 2.859 -7.699
H -2.793 1.735 -8.161
H -4.033 3.774 -5.590
H -2.604 4.197 -4.917
H -0.562 3.364 -6.190
H -0.764 2.134 -7.206
H -1.618 1.024 -5.350
H -1.918 2.251 -4.347
H -4.255 -0.912 -9.448
C 4.937 -0.952 4.741
C 3.604 -0.726 5.069
C 2.650 -0.609 4.073
C 3.025 -0.710 2.739
C 4.364 -0.924 2.408
C 5.315 -1.051 3.413
C 4.799 -1.003 0.983
O 5.963 -1.196 0.699
C 3.763 -0.830 -0.072
C 4.151 -0.850 -1.405
C 3.202 -0.700 -2.401
C 1.860 -0.537 -2.073
C 1.465 -0.514 -0.746
C 2.416 -0.652 0.258
C 1.978 -0.594 1.681
O 0.812 -0.452 1.979
H 5.677 -1.046 5.524
H 3.311 -0.643 6.108
H 1.611 -0.438 4.317
H 6.348 -1.223 3.144
H 5.195 -0.982 -1.652
H 3.505 -0.711 -3.440
H 1.129 -0.421 -2.856
H 0.424 -0.383 -0.483
C 7.031 0.931 13.513
C 7.562 0.164 12.482
C 6.998 0.212 11.219
C 5.895 1.022 10.983
C 5.352 1.781 12.022
C 5.929 1.737 13.285
C 4.147 2.633 11.806
O 3.682 3.297 12.708
C 3.531 2.636 10.449
C 2.379 3.382 10.230
C 1.799 3.405 8.973
C 2.370 2.689 7.926
C 3.516 1.943 8.140
C 4.096 1.907 9.401
C 5.312 1.071 9.611
O 5.809 0.446 8.698
H 7.478 0.897 14.498
H 8.418 -0.471 12.665
H 7.405 -0.376 10.408
H 5.507 2.335 14.080
H 1.945 3.938 11.049
H 0.900 3.983 8.806
H 1.919 2.713 6.943
H 3.967 1.384 7.332
*
```